{"formula": "C20H27N6NiO", "method": "the ωB97M-V functional and the def2-TZVPD basis", "elements": ["Ni", "C", "N", "C", "C", "C", "C", "C", "C", "C", "N", "C", "C", "C", "C", "C", "C", "N", "C", "C", "H", "H", "H", "H", "H", "H", "H", "H", "H", "H", "H", "H", "H", "H", "H", "H", "H", "H", "H", "H", "C", "N", "C", "C", "O", "N", "C", "N", "H", "H", "H", "H", "H", "H", "H"], "positions_angstrom": [[-0.7242, 0.1321, -0.1101], [-1.4973, -2.7884, 0.4125], [-0.9529, -1.9112, -0.6300], [-1.8938, -1.8626, -1.7735], [0.3850, -2.2864, -1.0906], [0.8356, -3.5927, -1.0740], [2.1136, -3.8948, -1.5323], [2.9257, -2.8708, -1.9914], [2.4799, -1.5535, -1.9955], [1.1937, -1.2346, -1.5601], [0.6356, 0.0293, -1.4214], [0.9460, 1.1907, -2.1054], [1.8400, 1.3473, -3.1690], [2.0268, 2.5889, -3.7602], [1.3403, 3.7116, -3.3211], [0.4242, 3.5649, -2.2900], [0.2277, 2.3287, -1.7033], [-0.8122, 2.1390, -0.6856], [-0.6444, 3.0417, 0.4667], [-2.1583, 2.3096, -1.2770], [-1.7452, -3.7792, 0.0233], [-2.4093, -2.3403, 0.8037], [-0.7655, -2.9000, 1.2114], [-2.0406, -2.8644, -2.1853], [-1.4874, -1.2159, -2.5487], [-2.8561, -1.4747, -1.4344], [0.1994, -4.3875, -0.7060], [2.4619, -4.9186, -1.5273], [3.9259, -3.0924, -2.3417], [3.1489, -0.7659, -2.3090], [2.3706, 0.4931, -3.5604], [2.7248, 2.6745, -4.5837], [1.4976, 4.6763, -3.7829], [-0.1487, 4.4224, -1.9552], [-0.7441, 4.0906, 0.1777], [0.3436, 2.8915, 0.8983], [-1.4110, 2.8165, 1.2094], [-2.3105, 3.3389, -1.6110], [-2.9161, 2.0574, -0.5348], [-2.2526, 1.6496, -2.1395], [0.0101, -0.2339, 5.5693], [-0.4059, -0.0868, 4.1841], [-1.7929, 0.0315, 3.7386], [-1.5863, 0.0918, 2.2456], [-2.4076, 0.2073, 1.3314], [-0.2752, -0.0023, 1.9467], [0.3895, -0.1212, 3.1114], [1.7070, -0.2556, 3.1547], [-0.7149, 0.2619, 6.2098], [0.9669, 0.2615, 5.7292], [0.0817, -1.2823, 5.8593], [-2.2693, 0.9365, 4.1172], [-2.3958, -0.8359, 4.0120], [2.2148, -0.3061, 2.2861], [2.2009, -0.4271, 4.0122]], "forces_ev_per_a": [[0.001, -0.144, -0.324], [0.068, -0.033, -0.056], [0.096, -0.027, 0.167], [0.008, -0.040, 0.027], [-0.231, -0.178, 0.130], [0.000, 0.018, -0.024], [-0.010, 0.021, -0.016], [-0.051, 0.049, 0.019], [0.145, -0.061, -0.102], [-0.058, 0.384, 0.094], [0.168, -0.095, -0.366], [0.020, -0.260, 0.245], [0.069, 0.033, -0.131], [0.032, -0.033, -0.009], [0.008, -0.065, 0.013], [0.001, 0.002, -0.005], [-0.205, 0.206, 0.111], [0.022, 0.087, 0.257], [0.011, 0.008, -0.082], [0.058, 0.042, -0.012], [-0.005, -0.013, 0.011], [-0.018, 0.001, 0.001], [-0.009, 0.012, 0.019], [-0.001, -0.007, -0.020], [0.002, 0.009, -0.003], [0.010, 0.010, -0.008], [0.013, 0.008, -0.025], [0.008, 0.019, 0.002], [-0.010, 0.019, 0.016], [0.022, -0.073, 0.041], [-0.026, 0.058, -0.032], [-0.011, -0.002, 0.012], [0.004, -0.017, 0.005], [0.004, -0.025, -0.010], [-0.014, 0.011, -0.001], [0.003, -0.004, 0.006], [0.005, 0.003, -0.007], [-0.013, 0.004, -0.015], [0.012, -0.002, -0.010], [-0.019, 0.004, 0.008], [-0.047, 0.032, -0.062], [-0.065, 0.016, 0.097], [0.124, -0.026, 0.038], [-0.208, 0.100, -0.451], [-0.067, 0.010, 0.361], [0.188, 0.014, 0.266], [-0.042, -0.025, -0.255], [0.056, -0.034, 0.038], [-0.032, -0.011, -0.009], [0.012, -0.008, -0.007], [0.010, -0.013, 0.009], [-0.017, 0.000, 0.004], [0.003, -0.008, 0.047], [-0.028, 0.012, -0.002], [0.003, 0.011, 0.001]], "spin_multiplicity": 3, "total_energy_ha": -2690.25841, "homo_energy_ev": [-9.42, -9.43], "e_above_lowest_kcal_mol": 0.0, "charge": 1, "gap_ev": [7.0, 7.0]}

{"formula": "C12H18Br2F6O5PS2", "method": "the ωB97M-V functional and the def2-TZVPD basis", "elements": ["O", "S", "O", "C", "C", "C", "C", "C", "F", "Br", "C", "F", "F", "Br", "C", "P", "S", "C", "O", "H", "H", "H", "H", "H", "H", "H", "H", "H", "H", "H", "H", "C", "C", "O", "C", "O", "C", "F", "F", "F", "H", "H", "H", "H", "H", "H"], "positions_angstrom": [[5.1669, -2.9503, -0.1268], [5.0358, -1.6089, -0.6102], [5.2590, -1.2778, -1.9751], [3.4372, -1.0210, -0.0864], [3.3902, -0.8688, 1.4383], [2.0306, -0.5290, 2.0826], [0.7895, -1.2608, 1.5333], [-0.3514, -0.3640, 0.9975], [-0.1589, 0.9373, 1.3543], [-2.0749, -0.8890, 1.7223], [-0.4792, -0.4288, -0.5392], [-0.9121, -1.6470, -0.8917], [0.7787, -0.3312, -1.0663], [-1.6519, 0.8959, -1.2276], [4.5031, 0.1214, 1.8571], [4.4877, 1.7547, 0.9886], [2.8104, 2.6889, 0.7187], [5.8467, -0.5641, 1.6126], [6.0853, -0.7078, 0.1945], [2.8020, -1.8342, -0.4489], [3.1713, -0.1124, -0.6316], [3.6971, -1.8463, 1.8350], [1.8796, 0.5488, 2.0906], [2.1411, -0.8312, 3.1298], [1.0550, -1.9755, 0.7499], [0.3538, -1.8619, 2.3305], [4.4246, 0.3633, 2.9238], [5.2218, 1.5288, -0.1801], [5.4180, 2.4438, 1.7880], [5.8579, -1.5652, 2.0564], [6.6891, 0.0120, 1.9997], [-6.0344, 0.2611, -3.3857], [-6.0928, 1.6998, -2.8803], [-6.5680, 1.8702, -1.5681], [-5.5757, 1.6987, -0.4847], [-4.4103, 2.2128, -0.6920], [-5.4894, 0.1776, -0.1063], [-6.6647, -0.4994, -0.1902], [-5.1084, 0.0575, 1.2012], [-4.5937, -0.5435, -0.8118], [-6.9393, -0.2786, -3.0988], [-5.9578, 0.2623, -4.4771], [-5.1753, -0.2782, -2.9936], [-6.8012, 2.2497, -3.5107], [-5.1158, 2.1849, -2.9869], [-6.1773, 2.1056, 0.3654]], "forces_ev_per_a": [[0.021, -0.046, -0.014], [-0.025, 0.006, 0.098], [0.052, -0.125, -0.121], [-0.086, -0.091, -0.092], [0.059, -0.029, -0.028], [0.037, -0.004, -0.001], [-0.108, -0.255, 0.131], [-0.056, 0.010, 0.162], [0.166, -0.074, -0.039], [0.068, -0.035, 0.122], [0.071, 0.310, -0.076], [-0.008, -0.486, -0.086], [0.036, 0.249, -0.016], [-0.160, 0.123, 0.003], [0.018, -0.337, -0.013], [-0.493, 0.389, 0.164], [0.158, -0.146, 0.045], [0.120, -0.030, -0.002], [-0.111, 0.222, 0.097], [-0.104, 0.194, 0.079], [0.143, -0.040, 0.032], [-0.056, 0.083, -0.009], [-0.044, -0.060, -0.149], [-0.012, 0.175, -0.048], [-0.054, 0.087, 0.031], [0.087, 0.055, -0.047], [-0.078, -0.099, -0.077], [0.111, -0.040, 0.008], [0.179, -0.069, -0.039], [0.019, 0.151, 0.105], [-0.016, -0.051, -0.152], [0.021, -0.017, 0.051], [0.009, 0.344, -0.159], [-0.121, -0.537, -0.009], [0.144, 0.195, 0.093], [0.136, -0.102, -0.108], [-0.102, -0.067, 0.122], [0.004, 0.030, -0.013], [-0.046, 0.049, -0.160], [-0.026, 0.049, 0.057], [-0.011, 0.003, -0.029], [-0.020, 0.004, -0.010], [-0.014, 0.004, 0.032], [0.023, 0.031, 0.016], [0.019, -0.071, 0.059], [0.048, 0.049, -0.011]], "total_energy_ha": -7729.24581, "homo_energy_ev": -4.02, "charge": -1, "gap_ev": 5.8}

{"formula": "C4H8O2", "method": "the ωB97M-V functional and the def2-TZVPD basis", "elements": ["C", "C", "O", "C", "C", "O", "H", "H", "H", "H", "H", "H", "H", "H"], "positions_angstrom": [[-1.9292, 0.7597, 0.1090], [-0.7711, 0.0372, -0.2536], [-1.0625, -1.2260, -0.2363], [0.6152, 0.4579, -0.6161], [1.6170, -0.1816, 0.3679], [1.7111, -1.5730, 0.2186], [-2.0771, 1.7959, -0.1899], [-2.1973, -0.6901, -0.1401], [-2.2276, 0.5597, 1.1422], [0.8593, 0.1051, -1.6244], [0.6962, 1.5480, -0.5878], [1.3459, 0.1080, 1.3970], [2.6113, 0.2271, 0.1651], [0.8088, -1.9278, 0.2484]], "forces_ev_per_a": [[0.185, 0.409, -0.004], [-0.071, 0.064, 0.072], [-0.230, 0.114, 0.023], [-0.030, 0.049, -0.078], [0.039, 0.388, 0.050], [-0.170, -0.175, 0.040], [0.061, -0.160, 0.060], [0.204, -0.310, 0.018], [-0.005, -0.084, -0.173], [-0.051, 0.035, 0.113], [-0.005, -0.163, 0.022], [0.040, -0.103, -0.145], [-0.142, -0.039, 0.021], [0.174, -0.024, -0.019]], "total_energy_ha": -307.57543, "homo_energy_ev": -9.04, "e_above_lowest_kcal_mol": 86.0, "gap_ev": 9.6}

Calculated values (g mol⁻¹) of molar mass for the records, taken in order: 426.2, 611.2, 88.1.